[1]
ORCA calculation (the ωB97M-V functional and the def2-TZVPD basis) on a structure of composition C24H34BCdN10Si2 at a distorted geometry.

LUMO (spin up / spin down), Eh: 0.026 / -0.037
Total charge: 0
Maximum force, eV/Å: 3.46
Spin multiplicity: 2
HOMO (spin up / spin down), eV: -6.81 / -8.06
<S²>: 0.7680

Each line ends with the Mulliken charge.
Element x y z (Å)
C: 3.13 -0.60 -1.51  -0.582
H: -1.22 -4.71 -1.66  0.243
H: -3.23 -5.02 -3.14  0.307
C: 4.16 3.69 0.90  -0.233
C: 0.64 0.56 3.93  -1.143
C: -1.61 -2.73 -1.21  0.803
H: 4.75 3.10 0.18  0.665
N: 3.00 3.15 1.38  0.236
Si: 0.69 -3.63 0.01  0.099
H: 2.74 -2.51 0.83  0.217
C: 1.01 4.06 -0.64  -0.121
C: 4.44 4.88 1.61  -0.991
C: 1.90 -4.30 -1.32  -1.030
B: 2.05 2.06 0.80  0.035
C: 4.44 -0.33 -1.04  -1.257
H: -1.93 2.29 0.91  0.210
Cd: 0.00 -0.38 -0.41  1.323
H: -2.46 1.02 2.00  0.205
C: -3.76 2.01 -1.65  -0.985
H: -3.88 1.61 -2.68  0.276
H: -3.47 2.38 1.61  0.400
C: -0.33 2.87 -1.87  -0.954
C: 1.42 1.53 3.31  -0.165
N: 0.25 2.01 -0.98  -0.671
C: -2.77 1.63 1.16  -0.927
H: 3.00 5.85 3.04  0.483
C: 4.23 0.63 -0.01  -0.277
N: 2.39 4.09 2.22  -0.970
N: 2.90 0.97 0.06  0.678
H: 1.32 -2.14 1.87  0.037
H: -0.75 -5.77 0.07  0.380
C: 0.11 4.18 -1.67  -0.831
Si: -3.59 0.76 -0.33  -0.091
N: 2.27 0.13 -0.83  -0.465
C: 3.28 5.05 2.38  -0.278
C: -0.05 -0.12 2.92  -0.869
H: 4.86 1.18 0.69  0.855
H: 0.56 0.46 5.00  0.432
N: -2.43 -0.51 -0.63  0.035
H: -5.25 -1.00 -0.35  0.413
H: 5.38 -0.78 -1.36  0.367
H: -4.72 2.46 -1.38  0.391
H: 5.39 5.42 1.71  0.375
H: -4.49 -1.04 -2.34  0.301
N: 0.33 0.37 1.72  -0.047
H: 0.35 -5.62 1.52  0.386
H: 1.44 -5.15 -1.91  0.335
N: 1.12 2.77 -0.23  1.054
H: -0.77 -0.88 3.00  0.562
H: -4.87 -3.19 -3.41  0.361
H: 1.58 4.91 -0.23  0.288
H: -5.75 0.17 0.87  0.421
N: 1.23 1.39 1.96  0.561
H: 2.01 -3.63 2.06  0.424
H: 2.82 -1.26 -2.33  0.543
C: -3.76 -1.85 -2.15  -0.270
H: 2.82 -4.69 -0.86  0.310
C: 1.82 -2.88 1.27  -0.812
N: -0.42 -2.53 -0.65  0.210
H: 2.07 -3.50 -2.07  0.227
H: 2.02 2.33 3.67  0.599
C: -2.69 -1.63 -1.26  0.243
C: -5.31 0.06 -0.11  -1.218
C: -0.29 -5.09 0.78  -1.197
C: -3.96 -3.00 -2.82  -0.605
H: -0.99 2.57 -2.69  0.617
H: -0.14 5.15 -2.08  0.400
C: -1.94 -3.95 -1.85  -0.516
H: -6.02 0.59 -0.84  0.260
H: -1.10 -4.67 1.34  0.378
H: -2.99 2.79 -1.59  0.295
C: -3.00 -4.04 -2.71  -0.736

***

[2]
ORCA calculation (the ωB97M-V functional and the def2-TZVPD basis) on a structure of composition C24H34Cl3FeN3O3PSi at a distorted geometry.

LUMO (spin up / spin down), Eh: 0.006 / 0.005
Total charge: 0
Maximum force, eV/Å: 1.04
Spin multiplicity: 2
HOMO (spin up / spin down), eV: -7.57 / -7.58
<S²>: 0.8057

Each line ends with the natural charge from an NBO analysis.
Element x y z (Å)
H: 1.12 2.52 3.33  0.189
H: 1.67 -1.14 3.19  0.205
H: -3.56 1.78 -1.50  0.197
C: 0.00 2.87 -2.39  -0.248
H: 2.07 -3.40 0.29  0.175
H: 0.76 -4.64 -1.18  0.204
H: -3.16 3.00 -3.57  0.208
H: -0.02 -1.19 2.23  0.217
C: -2.55 2.08 -1.73  -0.224
H: 2.78 1.04 3.86  0.190
C: -1.04 3.15 -3.26  -0.199
Cl: 3.95 -0.30 -2.72  -0.394
Cl: 5.41 0.66 0.01  -0.444
H: -2.69 -2.06 -1.73  0.258
C: -1.50 1.75 -0.86  -0.058
C: 2.93 0.60 2.86  -0.221
C: -0.41 -2.70 -3.70  -0.159
O: 0.80 2.10 -0.32  -0.769
C: 0.70 -1.34 -2.04  0.514
H: -3.48 -1.80 2.12  0.233
C: 2.86 2.61 1.60  -0.430
H: -2.59 -0.40 -2.31  0.274
H: -0.94 -2.78 -4.64  0.212
H: -4.34 -2.40 0.71  0.230
N: 2.11 1.37 1.89  -0.456
C: 0.85 1.83 2.52  -0.233
Fe: 1.59 0.46 -0.01  0.923
C: -0.17 -3.87 -2.95  -0.294
H: 0.30 0.33 4.01  0.213
H: 3.85 2.38 1.22  0.221
H: 0.34 2.40 1.76  0.245
C: 0.53 -3.76 -1.77  -0.127
N: 2.11 -1.38 0.54  -0.504
H: 1.02 3.17 -2.62  0.229
C: -0.11 0.81 3.11  -0.427
H: -1.63 -0.58 2.55  0.183
C: -0.63 -0.29 2.19  -0.232
Cl: 3.85 2.85 -1.82  -0.407
H: -4.19 -1.09 -1.90  0.232
C: -0.21 2.21 -1.18  0.326
O: -1.15 -1.11 0.12  -0.682
H: -0.16 -0.57 -3.85  0.229
H: -5.37 -0.32 0.23  0.224
H: 3.98 0.76 2.60  0.222
H: 3.22 -2.66 1.78  0.192
C: -4.51 0.31 0.46  -1.003
C: 2.69 -0.90 2.91  -0.422
C: 1.73 -2.44 -0.10  0.220
H: -0.85 3.67 -4.19  0.212
N: -0.65 0.05 0.77  -0.231
H: 3.33 -1.29 3.71  0.226
C: 0.97 -2.51 -1.30  -0.267
H: -0.94 1.42 3.45  0.219
C: -3.37 -2.04 1.07  -0.946
C: 3.07 -1.59 1.62  -0.233
H: -2.07 1.59 1.22  0.218
H: 2.31 3.20 0.87  0.251
C: -3.13 -1.06 -1.64  -0.971
H: -2.61 -2.81 0.94  0.249
H: 4.03 -1.19 1.28  0.223
C: -1.76 0.94 0.40  -0.344
H: 2.98 3.20 2.52  0.182
C: -2.33 2.77 -2.91  -0.247
O: 1.09 -0.17 -1.66  -0.692
H: -4.53 0.52 1.54  0.223
H: -0.50 -4.83 -3.30  0.214
Si: 3.63 0.93 -1.09  1.115
P: -2.91 -0.56 0.08  1.649
H: -4.62 1.26 -0.06  0.227
C: 0.02 -1.47 -3.27  -0.310

***

[3]
ORCA calculation (the ωB97M-V functional and the def2-TZVPD basis) on a structure of composition C24H34ClN6O2PS3Zr at a distorted geometry.

LUMO, Eh: -0.224
Total charge: +2
Maximum force, eV/Å: 1.62
HOMO, eV: -13.27

Each line ends with the Mulliken charge.
Element x y z (Å)
C: 1.84 -0.59 0.83  0.597
H: 4.80 4.26 -0.18  0.196
C: 2.90 -1.48 1.51  -0.972
C: -2.99 1.62 2.49  -0.369
C: 4.91 2.44 0.75  0.847
C: 1.93 -0.67 -0.73  0.266
C: -3.17 0.47 -3.64  -1.205
C: -1.86 -2.67 -0.56  -0.144
N: 4.64 1.16 0.62  0.059
H: -3.74 -0.35 2.80  0.452
C: -0.32 -4.55 -0.49  -0.930
H: 4.08 2.96 -1.04  0.172
H: -3.43 -1.20 -0.40  0.485
S: 0.56 2.01 -0.88  -0.185
H: 4.59 0.43 2.60  0.510
H: 5.77 3.88 1.92  0.207
C: -0.94 -1.08 -4.54  -1.356
C: -2.71 2.87 3.03  0.154
N: -2.73 1.43 1.07  0.522
C: -1.02 -3.55 0.15  -0.378
H: 4.94 -1.98 1.79  0.476
Zr: -0.74 -0.38 -0.66  -0.473
H: 4.22 0.81 -0.25  0.113
H: -1.59 -1.95 -4.52  0.353
H: 0.31 -5.23 0.08  0.523
H: -4.21 0.06 5.21  0.405
C: -2.00 -2.90 -1.94  -0.437
H: -3.77 2.28 6.19  0.426
C: 4.96 0.13 1.62  -1.008
S: -2.36 2.96 -0.99  -0.015
H: -1.00 -3.50 1.23  0.845
H: -2.80 4.08 4.80  0.395
C: -1.31 -3.92 -2.58  -1.170
H: -1.02 -0.61 -5.51  0.483
C: -2.98 3.10 4.37  -0.894
C: -3.49 2.18 0.18  0.173
C: -2.49 -1.50 0.08  -0.727
H: 2.69 -2.52 1.22  0.471
H: 0.45 -2.02 1.24  0.322
C: -3.53 2.09 5.15  -0.420
P: -1.41 0.13 -3.25  1.422
H: -3.72 -0.47 -3.72  0.414
H: -0.85 1.70 -5.00  0.529
H: 0.22 -0.67 2.13  0.307
Cl: 0.46 -5.95 -2.65  -0.179
H: 0.51 1.49 -3.87  0.384
H: 5.86 2.29 2.56  0.203
H: -0.86 2.52 -3.43  0.335
S: -5.09 2.32 0.15  -0.148
H: -1.46 -4.12 -3.64  0.569
C: -3.51 0.60 3.26  -0.163
H: 6.05 0.03 1.68  0.639
N: 0.47 -1.00 1.20  -0.276
C: -0.57 1.61 -3.95  -1.455
O: 0.91 -1.24 -1.29  -0.467
C: -0.44 -4.72 -1.86  0.287
C: 4.39 -1.23 1.22  -1.193
N: 5.52 2.91 1.84  -0.360
C: -3.78 0.84 4.60  -0.767
H: 1.97 0.45 1.11  0.460
N: 4.56 3.29 -0.22  -0.360
H: 4.61 -1.42 0.17  0.382
O: 2.89 -0.20 -1.31  -0.837
N: -1.38 1.28 0.72  -0.328
H: 0.09 -1.41 -4.39  0.386
H: -2.29 3.66 2.41  0.400
H: -2.75 -2.33 -2.49  1.120
H: 2.74 -1.40 2.58  0.449
H: -2.64 -1.63 1.15  0.307
H: -3.64 1.07 -2.87  0.233
C: -1.03 2.07 -0.28  0.516
H: -3.24 0.99 -4.59  0.422

***

[4]
ORCA calculation (the ωB97M-V functional and the def2-TZVPD basis) on a cluster of 6 separate species, C24H34ClNO21S2 in total at a distorted geometry.

Structure (SMILES): N#CO[C@@H]1OS(=O)(=O)CC[C@H]1CCCCS(=O)(=O)Cl.O=C1OCCO1.O=C1OCCO1.O=C1OCCO1.O=C1OCCO1.O=C1OCCO1
LUMO, Eh: -0.017
Total charge: 0
Maximum force, eV/Å: 4.96
HOMO, eV: -10.67

Each line ends with the Mulliken charge.
Element x y z (Å)
O: 6.72 1.12 -0.49  -0.316
H: 11.24 2.05 -1.86  0.202
O: -4.80 2.87 3.08  -0.537
O: 8.30 0.16 -1.79  -0.556
C: 6.05 0.69 0.70  -0.056
O: 7.82 -0.69 0.25  -0.318
C: -0.20 0.61 1.87  1.795
H: -6.45 -1.27 -1.77  0.221
O: 3.00 2.10 4.26  -0.729
H: 11.07 0.80 -4.65  0.270
O: 14.67 1.33 -3.43  -0.519
H: -0.13 2.59 0.77  0.395
H: -7.75 -5.72 1.83  0.273
O: -2.76 -0.93 -2.79  -0.567
H: -6.61 -4.46 2.35  0.284
O: 1.83 0.18 3.24  -0.461
H: 1.83 0.11 1.14  0.665
S: 2.50 1.65 2.99  1.226
O: -5.85 -6.35 -0.14  -0.321
O: 0.96 -1.58 2.02  -0.394
C: -3.59 3.64 -2.32  -0.366
H: -4.72 -5.61 1.42  0.258
H: 10.70 0.42 -2.30  0.185
O: -6.72 -5.14 -1.83  -0.572
H: -4.37 -0.29 2.69  0.580
H: -5.72 -7.02 1.83  0.291
O: -5.02 3.62 -2.40  -0.362
C: 13.49 1.36 -3.37  0.637
O: 12.69 2.00 -4.26  -0.330
H: 7.75 0.37 2.01  0.284
C: -3.90 -1.28 -2.89  0.611
C: 7.08 -0.19 1.36  -0.307
H: -2.33 1.92 -1.94  -0.045
H: -2.71 -1.10 1.08  0.614
H: 10.66 2.46 -4.16  0.289
N: 0.03 -2.21 4.19  -0.453
H: 0.87 3.36 3.41  0.357
H: -2.81 -0.14 -0.43  -1.023
H: -3.17 4.28 -3.09  0.335
H: -3.10 1.91 -3.54  0.278
C: 0.62 -1.91 3.28  0.545
H: -6.76 -1.21 -4.15  0.336
H: -4.19 1.12 0.85  0.444
H: -2.77 0.02 3.38  0.434
C: -5.93 -2.05 -2.33  0.172
C: -5.69 -6.09 1.26  -0.312
C: -3.23 2.19 -2.49  0.035
C: -0.07 2.18 1.80  -0.979
S: -4.34 1.78 3.89  1.104
H: 6.63 -1.00 1.93  0.275
C: 1.15 -0.15 1.98  -0.839
O: -7.06 -4.52 0.31  -0.314
C: -6.84 -5.18 1.56  -0.290
H: -0.95 2.59 2.35  0.189
C: -2.42 -0.12 0.63  0.351
C: 1.20 2.82 2.50  -0.746
C: -6.56 -5.32 -0.66  0.696
O: 12.75 0.76 -2.40  -0.331
H: 5.15 0.14 0.42  0.109
Cl: -5.98 0.90 4.79  -0.222
O: -3.35 2.17 4.86  -0.550
C: -5.42 2.37 -2.06  0.589
O: -4.70 -0.99 -3.94  -0.327
O: -4.55 -2.03 -1.97  -0.235
O: -6.55 2.06 -1.86  -0.547
H: 1.67 3.52 1.78  0.368
O: 3.61 1.63 2.06  -0.575
H: -0.72 0.85 -0.30  0.087
H: -0.43 -0.83 0.15  0.454
C: -5.89 -1.77 -3.81  -0.493
C: -0.88 0.12 0.53  -0.810
H: -0.79 0.35 2.77  -0.101
H: -6.38 -3.01 -2.10  -0.009
C: 7.67 0.20 -0.77  0.613
H: 5.77 1.54 1.31  0.287
C: 11.40 1.21 -2.54  -0.086
H: -2.76 2.01 1.37  0.238
C: -3.60 0.50 2.82  -0.985
O: -4.37 1.51 -1.97  -0.180
H: -3.30 4.04 -1.34  0.261
C: -3.23 1.01 1.39  -0.454
C: 11.34 1.63 -3.99  -0.316
H: -5.79 -2.67 -4.41  0.294

***

[5]
ORCA calculation (the ωB97M-V functional and the def2-TZVPD basis) on a cluster of 9 separate species, C24H34F6O21 in total at a distorted geometry.

Structure (SMILES): O=C1OC[C@@H](F)O1.O=C1OC[C@@H](F)O1.O=C1OC[C@@H](F)O1.O=C1OC[C@@H](F)O1.O=C1OC[C@@H](F)O1.O=C1OC[C@@H](F)O1.C1CCOC1.CO.CO
LUMO, Eh: -0.002
Total charge: 0
Maximum force, eV/Å: 6.96
HOMO, eV: -9.61

Each line ends with the Mulliken charge.
Element x y z (Å)
H: -2.50 -0.07 -1.00  0.291
O: 3.67 6.30 0.26  -0.571
H: 6.83 -6.24 0.94  0.274
O: 6.14 -7.19 3.52  -0.266
C: 4.55 1.56 -4.56  0.302
H: 0.23 0.58 0.39  0.275
F: -8.53 3.50 1.47  -0.265
H: -7.92 4.68 -3.89  0.295
C: -1.41 0.02 -1.09  0.376
H: -6.88 6.66 -4.95  0.337
O: -1.71 3.19 5.51  -0.497
C: -0.35 3.27 5.78  -0.452
H: -2.01 -5.59 4.64  0.289
C: -6.95 4.51 -4.34  -0.493
H: -6.01 2.69 -5.21  0.267
C: 3.46 -9.77 -4.18  -0.476
H: 4.30 -9.15 -4.48  0.226
C: 6.65 -5.94 3.12  0.302
C: -6.92 3.29 -5.28  -0.408
H: -6.31 2.68 1.46  0.278
C: 4.49 7.16 0.54  0.687
O: -6.88 3.80 -6.64  -0.401
O: 4.30 -1.80 -4.98  -0.512
H: -5.45 5.67 -5.36  0.257
H: -0.17 3.99 6.58  0.225
C: 6.17 -5.75 1.66  -0.362
C: -0.01 -5.48 5.46  0.318
O: 4.34 -8.41 2.98  -0.598
F: -0.55 -4.46 6.14  -0.292
H: 3.54 -9.93 -3.10  0.230
C: -0.69 0.02 0.22  -0.435
O: 5.25 -0.20 -3.58  -0.343
H: 6.65 1.27 -3.98  0.263
H: 3.71 1.93 -3.97  0.253
C: -0.38 -7.35 6.63  0.644
H: 2.27 -8.12 -4.17  0.305
O: 0.39 -2.88 -1.07  -0.559
H: 7.23 8.02 0.81  0.306
O: -0.38 -8.29 7.42  -0.542
H: -7.78 2.64 -5.11  0.251
H: -0.06 2.28 6.13  0.229
C: -6.88 2.29 2.30  -0.448
O: -1.46 -7.21 5.83  -0.299
H: -1.36 0.29 1.03  0.230
O: 0.46 -6.31 6.48  -0.301
C: -7.63 0.35 1.44  0.663
O: 4.23 0.49 -5.39  -0.283
H: -6.23 4.36 -3.54  0.272
C: -7.17 5.19 -6.60  -0.420
C: -0.18 -1.81 -0.84  0.676
C: -8.38 2.33 2.06  0.266
H: 6.00 -4.73 1.32  0.308
O: -6.80 0.89 2.37  -0.336
H: -8.91 2.29 3.01  0.299
H: 5.53 1.63 -2.65  0.235
H: 3.53 -10.78 -4.58  0.234
F: 4.72 10.11 1.11  -0.268
F: 6.25 -4.94 3.90  -0.275
C: 4.58 -0.63 -4.73  0.688
O: 5.03 -6.64 1.70  -0.309
C: 5.62 1.15 -3.63  -0.311
F: 5.01 2.62 -5.27  -0.292
O: -0.80 -1.05 -1.78  -0.278
O: -7.53 -0.75 0.99  -0.501
O: 2.28 -9.04 -4.46  -0.518
H: -6.71 5.66 -7.47  0.304
O: 5.46 7.53 -0.32  -0.321
H: 0.73 -5.07 4.76  0.317
C: 5.11 -7.44 2.75  0.670
C: -6.54 5.67 -5.28  -0.526
C: 5.41 9.00 1.43  0.307
H: 6.09 9.29 2.24  0.290
H: -8.25 5.35 -6.65  0.268
H: -6.72 2.92 3.17  0.336
H: 0.20 3.48 4.86  0.194
C: -1.18 -6.25 4.89  -0.443
C: 6.31 8.43 0.39  -0.449
O: 4.51 7.91 1.56  -0.296
O: -0.34 -1.29 0.38  -0.297
H: 7.74 -5.93 3.17  0.258
H: 6.60 9.25 -0.27  0.316
H: -0.82 -6.74 3.99  0.309
O: -8.59 1.22 1.17  -0.292
F: -1.06 1.16 -1.75  -0.279
H: -2.19 2.69 6.17  0.301

***

[6]
ORCA calculation (the ωB97M-V functional and the def2-TZVPD basis) on a structure of composition C24H34N2O3 at a distorted geometry.

LUMO, Eh: 0.018
Total charge: 0
Maximum force, eV/Å: 15.81
HOMO, eV: -7.71

Each line ends with the natural charge from an NBO analysis.
Element x y z (Å)
C: -3.67 0.04 -3.64  -0.660
C: 1.05 1.15 2.69  0.239
H: -0.24 1.23 -0.65  0.215
C: -2.17 1.67 0.87  -0.218
H: 1.22 -1.87 0.40  0.178
H: -3.78 -0.20 0.55  0.188
H: -2.50 2.57 0.52  0.134
C: -3.16 -0.14 -0.46  -0.241
H: -0.03 -3.60 -0.74  0.463
C: 3.81 0.40 -0.56  -0.114
C: 1.04 -1.00 3.87  -0.238
H: 1.18 -0.44 -1.65  0.210
H: -1.80 -0.80 -4.32  0.177
H: -1.97 1.62 -1.66  0.143
H: 3.50 2.31 0.50  0.232
C: 1.10 3.40 2.00  -0.255
H: -2.80 1.31 1.68  0.206
C: 0.34 -0.95 -1.62  -0.404
H: -0.23 -0.78 0.37  0.178
H: -0.94 -0.06 2.66  0.224
C: 3.99 -1.14 -0.31  -0.293
H: 4.37 -2.68 1.24  0.133
C: 3.79 1.14 0.72  -0.241
H: -4.70 -0.11 -3.28  0.222
H: 1.72 4.17 1.71  0.211
H: -2.79 -3.14 -3.76  0.210
H: -3.32 1.05 -3.55  0.223
C: -0.22 1.09 2.30  -0.328
H: -4.02 -1.86 -1.39  0.201
H: -2.52 -2.02 -0.39  0.228
C: 4.17 0.57 1.84  -0.040
H: 0.16 -0.80 4.32  0.178
O: -0.41 -2.77 0.08  -0.748
H: 4.46 -0.95 3.03  0.224
O: 3.17 2.77 2.87  -0.481
C: 4.12 -1.33 0.98  -0.023
H: -4.46 -2.52 -3.39  0.197
H: -3.56 -2.38 -5.15  0.216
H: -0.60 0.18 -2.94  0.203
C: 1.88 2.49 2.45  0.301
C: -0.15 3.25 1.40  -0.275
C: -2.92 -1.35 -0.99  -0.200
H: 0.43 -1.95 -2.27  0.187
C: 3.97 1.69 3.02  -0.073
C: 4.39 -0.63 2.02  -0.312
C: -1.12 0.82 -1.08  -0.240
O: 1.61 0.28 3.55  -0.534
H: -3.90 0.44 -0.87  0.195
C: -3.51 -2.36 -4.05  -0.632
H: 3.92 1.00 3.97  0.179
H: 0.86 -1.36 2.83  0.197
C: 0.21 -1.47 -0.08  -0.052
N: -2.09 0.71 0.10  -0.444
H: 3.95 -1.80 -1.27  0.246
H: 1.74 -1.58 4.48  0.202
C: -2.79 -0.93 -3.48  0.004
C: -0.87 -0.32 -2.15  -0.046
N: -2.16 -1.16 -2.26  -0.496
H: 5.08 2.04 3.23  0.193
C: -0.85 2.24 1.50  0.086
H: 3.56 0.68 -1.39  0.151
H: -0.41 4.02 0.47  0.206
H: -4.12 0.13 -4.82  0.206